#one
15
Properties=species:S:1:pos:R:3:mulliken_charge:R:1 method="wB97M-V/def2-TZVPD" gap_ha=0.3146 spin_multiplicity=1 e_homo_ev=-7.736 lumo_ev=0.82 smiles="C=N/N=c1/[nH]ncn1N" molar_mass_g_mol=126.123
C 3.23 -0.25 0.16 -0.321
N 1.99 0.26 -0.28 -0.350
N 1.14 -0.79 -0.07 -0.302
C -0.08 -0.48 -0.22 0.219
N -1.03 -1.45 0.18 0.035
N -2.25 -0.84 0.05 -0.550
C -2.19 0.39 -0.05 -0.087
N -0.76 0.71 -0.23 0.218
N -0.40 2.05 0.19 -0.610
H 3.34 -1.45 0.59 0.272
H 4.03 0.60 0.20 0.262
H -1.27 -2.43 0.08 0.303
H -2.98 1.00 0.27 0.381
H 0.14 2.50 -0.54 0.262
H 0.13 2.16 1.17 0.271

---

#two
15
Properties=species:S:1:pos:R:3:mulliken_charge:R:1 method="wB97M-V/def2-TZVPD" gap_ha=0.3667 spin_multiplicity=1 e_homo_ev=-9.164 lumo_ev=0.81 molar_mass_g_mol=126.123
H 1.45 -1.08 -2.20 0.252
N 1.39 -1.13 -1.22 -0.612
C 0.40 -0.34 -1.01 0.411
N -0.22 0.65 -1.84 -0.309
N -1.08 1.53 -0.97 -0.220
C -0.84 1.15 0.35 0.325
N -1.21 1.61 1.45 -0.674
H -1.08 1.17 2.30 0.299
N -0.23 -0.13 0.30 0.310
N 0.32 -0.47 1.55 -0.546
C 0.88 -1.56 1.71 -0.246
H -0.74 0.35 -2.64 0.255
H -1.11 2.56 -1.36 0.307
H 0.95 -1.98 2.77 0.253
H 1.13 -2.32 0.79 0.195

---

How far above the most stable structure does each one sit? In eV: #one 2.042; #two 0.000.

---

#one
20
Properties=species:S:1:pos:R:3:mulliken_charge:R:1 method="wB97M-V/def2-TZVPD" gap_ha=0.3098 spin_multiplicity=1 e_homo_ev=-4.823 total_charge=-1 lumo_ev=3.61 molar_mass_g_mol=177.201
C -2.45 -2.17 0.30 -0.932
C -1.91 0.73 -1.44 -1.123
C -1.53 -1.29 0.48 0.179
C -1.02 0.84 -0.40 0.110
C 0.29 0.04 1.73 -1.051
C -0.89 -0.17 0.63 0.565
O 3.30 0.64 0.66 -0.735
O 1.69 2.11 -0.47 -0.678
O 3.50 0.58 -1.65 -0.585
O 1.37 -0.24 -0.70 -0.510
S 2.33 0.79 -0.41 1.135
H -2.26 -2.96 -0.33 0.281
H -3.42 -2.23 0.84 0.233
H -1.89 1.35 -2.27 0.352
H -2.62 -0.05 -1.34 0.285
H 4.18 0.19 -1.03 0.316
H -0.31 1.75 -0.34 0.226
H -0.16 0.33 2.65 0.404
H 1.01 0.71 1.32 0.196
H 0.78 -0.95 1.78 0.332

---

#two
20
Properties=species:S:1:pos:R:3:mulliken_charge:R:1 method="wB97M-V/def2-TZVPD" gap_ha=0.2963 spin_multiplicity=1 e_homo_ev=-4.654 total_charge=-1 lumo_ev=3.41 smiles="C[C@@H]1C[C@@]1(C(=O)[O-])S(C)(=O)=O" molar_mass_g_mol=177.201
C 2.34 1.40 -0.66 -1.281
C 0.94 1.18 -0.12 -0.073
C 0.65 0.49 1.20 -0.762
C 0.20 -0.18 -0.04 0.570
C 0.88 -1.65 -0.52 0.305
O 0.00 -2.50 -0.48 -0.662
O 2.09 -1.64 -0.70 -0.695
S -1.60 -0.01 -0.45 1.247
C -2.66 -1.13 0.53 -0.877
O -1.91 -0.35 -1.86 -0.704
O -2.01 1.32 -0.03 -0.703
H 2.72 2.15 0.08 0.276
H 2.58 1.79 -1.71 0.273
H 2.80 0.50 -0.55 0.318
H 0.18 2.01 -0.35 0.335
H 1.58 -0.03 1.51 0.291
H -0.05 0.75 1.98 0.269
H -2.45 -2.20 0.22 0.286
H -2.52 -1.08 1.64 0.298
H -3.74 -0.80 0.30 0.288

---

How far above the most stable structure does each one sit? In eV: #one 1.379; #two 0.000.

---

#one
49
Properties=species:S:1:pos:R:3:mulliken_charge:R:1 method="wB97M-V/def2-TZVPD" gap_ha=0.3189 spin_multiplicity=1 e_homo_ev=-10.776 total_charge=+1 lumo_ev=-2.10 smiles="C=C(C)C[N@H+](CC)CCC(=O)Nc1ccc(OC)cc1OC" molar_mass_g_mol=307.414
C 2.81 -1.08 1.73 -1.143
C 3.36 -2.01 0.96 0.868
C 4.84 -2.25 0.90 -1.426
C 2.53 -2.96 0.12 -0.612
N 1.54 -2.26 -0.73 0.415
C 0.58 -3.21 -1.35 -0.328
C -0.54 -3.55 -0.38 -1.147
C 2.18 -1.35 -1.70 -0.667
C 1.21 -0.28 -2.21 -1.079
C 0.41 0.37 -1.09 0.910
O 0.23 -0.21 -0.01 -0.762
N -0.10 1.56 -1.36 -0.068
C -1.03 2.23 -0.52 -0.026
C -0.80 3.53 -0.12 -0.847
C -1.69 4.19 0.70 -0.671
C -2.84 3.53 1.14 0.326
O -3.78 4.06 1.95 -0.423
C -3.62 5.39 2.42 -0.877
C -3.08 2.22 0.73 -0.471
C -2.20 1.56 -0.10 0.986
O -2.38 0.30 -0.59 -0.375
C -3.57 -0.38 -0.23 -1.090
H 3.41 -0.43 2.33 0.339
H 1.74 -0.93 1.79 0.250
H 5.07 -3.26 1.23 0.341
H 5.37 -1.55 1.54 0.421
H 5.21 -2.14 -0.12 0.325
H 1.99 -3.64 0.77 0.377
H 3.18 -3.55 -0.53 0.423
H 0.96 -1.56 -0.14 0.171
H 0.15 -2.75 -2.23 0.329
H 1.12 -4.11 -1.66 0.316
H -1.27 -4.20 -0.88 0.424
H -0.18 -4.08 0.50 0.340
H -1.05 -2.65 -0.06 0.218
H 2.59 -1.93 -2.54 0.242
H 3.01 -0.86 -1.18 0.452
H 0.49 -0.70 -2.92 0.305
H 1.79 0.48 -2.75 0.514
H 0.14 2.02 -2.23 0.283
H 0.09 4.03 -0.45 0.436
H -1.48 5.21 1.00 0.421
H -2.71 5.50 3.01 0.357
H -3.60 6.10 1.59 0.356
H -4.49 5.58 3.04 0.253
H -3.99 1.76 1.08 0.508
H -3.61 -0.56 0.84 0.403
H -3.52 -1.34 -0.76 0.238
H -4.45 0.17 -0.55 0.468

---

#two
49
Properties=species:S:1:pos:R:3:mulliken_charge:R:1 method="wB97M-V/def2-TZVPD" gap_ha=0.3365 spin_multiplicity=1 e_homo_ev=-11.496 total_charge=+1 lumo_ev=-2.34 smiles="CC[NH+]1CCN(C[C@H](O)COc2ccc(C(C)=O)cc2)CC1" molar_mass_g_mol=307.414
C 1.94 3.54 1.27 -1.110
C 0.61 3.04 1.81 -0.486
N 0.16 1.80 1.13 0.520
C 1.03 0.63 1.43 -0.040
C 0.26 -0.58 1.95 -1.471
N -0.81 -0.92 1.04 0.992
C -1.48 -2.16 1.41 -1.300
C -2.40 -2.70 0.30 0.252
O -3.56 -3.29 0.83 -0.605
C -1.68 -3.72 -0.63 -0.828
O -0.31 -3.45 -0.85 -0.510
C 0.06 -2.29 -1.41 0.528
C -0.80 -1.37 -2.02 -0.456
C -0.35 -0.11 -2.33 -0.776
C 0.99 0.24 -2.14 0.645
C 1.37 1.66 -2.19 0.446
C 2.42 2.08 -3.16 -1.413
O 0.83 2.45 -1.42 -0.760
C 1.89 -0.74 -1.72 -0.411
C 1.43 -1.98 -1.34 -0.689
C -1.72 0.21 0.82 -0.526
C -1.25 1.50 1.47 -1.541
H 2.19 4.48 1.75 0.432
H 2.75 2.84 1.46 0.326
H 1.87 3.71 0.20 0.286
H -0.15 3.81 1.64 0.430
H 0.67 2.85 2.88 0.390
H 0.23 2.00 0.09 0.205
H 1.78 0.91 2.17 0.539
H 1.54 0.34 0.51 -0.180
H -0.09 -0.40 2.98 0.356
H 0.95 -1.42 1.99 0.557
H -2.10 -2.02 2.31 0.406
H -0.71 -2.89 1.63 0.568
H -2.78 -1.86 -0.29 0.277
H -3.33 -4.08 1.33 0.393
H -1.68 -4.70 -0.15 0.541
H -2.23 -3.80 -1.58 0.239
H -1.83 -1.63 -2.23 0.569
H -1.03 0.62 -2.74 0.479
H 3.27 1.39 -3.13 0.379
H 2.00 2.01 -4.17 0.379
H 2.74 3.10 -2.98 0.387
H 2.94 -0.51 -1.62 0.370
H 2.10 -2.73 -0.95 0.477
H -2.72 -0.01 1.20 0.532
H -1.80 0.37 -0.26 0.221
H -1.88 2.32 1.13 0.525
H -1.33 1.44 2.56 0.458

---

How far above the most stable structure does each one sit? In eV: #one 0.000; #two 0.117.

---

#one
9
Properties=species:S:1:pos:R:3:mulliken_charge:R:1 method="wB97M-V/def2-TZVPD" gap_ha=0.2725 spin_multiplicity=1 e_homo_ev=-3.136 total_charge=-1 lumo_ev=4.28 molar_mass_g_mol=77.132
S -3.00 -0.66 -0.33 -0.858
H -3.36 0.49 0.29 -0.036
N -0.01 0.30 0.31 -0.189
C 1.11 -0.23 -0.13 0.142
N 2.30 0.16 0.25 -0.791
H -0.03 1.04 1.00 0.227
H -0.95 -0.07 0.04 0.026
H 1.03 -1.01 -0.90 0.293
H 2.92 -0.01 -0.54 0.185

---

#two
9
Properties=species:S:1:pos:R:3:mulliken_charge:R:1 method="wB97M-V/def2-TZVPD" gap_ha=0.2841 spin_multiplicity=1 e_homo_ev=-3.159 total_charge=-1 lumo_ev=4.57 molar_mass_g_mol=77.132
S 2.01 -0.29 1.67 -0.832
H 1.26 0.52 2.40 -0.025
N -0.12 -1.09 -0.91 -0.528
C -0.33 0.27 -0.75 0.200
N -1.47 0.94 -0.96 -0.761
H -0.92 -1.63 -0.92 0.272
H 0.60 -1.10 -0.13 0.192
H 0.47 0.84 -0.23 0.275
H -1.51 1.55 -0.17 0.208

---

#three
9
Properties=species:S:1:pos:R:3:mulliken_charge:R:1 method="wB97M-V/def2-TZVPD" gap_ha=0.2686 spin_multiplicity=1 e_homo_ev=-2.976 total_charge=-1 lumo_ev=4.33 molar_mass_g_mol=77.132
S 2.20 -0.40 1.89 -0.874
H 2.22 -1.59 2.53 -0.037
N -0.71 -0.16 0.36 -0.289
C -0.37 0.19 -0.94 0.109
N -1.38 0.65 -1.71 -0.706
H -1.70 -0.16 0.49 0.240
H -0.02 -0.08 1.13 0.090
H 0.65 0.43 -1.20 0.286
H -0.88 1.11 -2.55 0.181

---

How far above the most stable structure does each one sit? In eV: #one 0.000; #two 0.961; #three 0.340.

---

#one
71
Properties=species:S:1:pos:R:3:mulliken_charge:R:1 method="wB97M-V/def2-TZVPD" gap_ha=0.1566 spin_multiplicity=1 e_homo_ev=-15.482 total_charge=+3 lumo_ev=-11.22 molar_mass_g_mol=544.459
Al -0.39 0.15 0.34 -0.426
P -0.49 1.96 -1.66 1.027
P -0.82 1.25 2.40 0.956
P -2.46 -0.97 0.21 0.955
H 2.99 -6.67 -3.39 0.351
C 2.04 -6.65 -3.94 -0.625
C 1.87 -5.96 -5.07 -0.525
H 2.70 -5.47 -5.57 0.300
C 0.54 3.15 -2.60 -1.372
C -1.59 3.14 -0.79 -1.059
C -1.54 1.27 -2.97 -1.089
C -0.41 0.26 3.88 -1.312
C 0.07 2.78 2.85 -1.209
C -2.53 1.79 2.84 -1.350
C -2.47 -2.16 -1.17 -1.040
C -3.95 0.06 -0.02 -1.160
C -2.86 -1.96 1.69 -1.135
H 1.26 -7.34 -3.58 0.308
H 0.92 -6.04 -5.62 0.263
H 1.47 2.67 -2.92 0.478
H 0.74 4.03 -1.99 0.441
H -0.04 3.45 -3.49 0.530
H -1.05 3.67 0.01 0.280
H -2.47 2.63 -0.37 0.173
H -1.93 3.88 -1.53 0.623
H -0.96 0.55 -3.57 0.426
H -1.83 2.11 -3.62 0.527
H -2.44 0.79 -2.56 0.240
H -0.57 0.89 4.76 0.520
H 0.64 -0.03 3.82 0.397
H -1.01 -0.65 3.97 0.366
H -0.33 3.09 3.81 0.611
H -0.06 3.58 2.12 0.415
H 1.14 2.58 2.95 0.202
H -2.47 2.29 3.82 0.540
H -3.28 0.99 2.92 0.405
H -2.90 2.53 2.11 0.408
H -3.46 -2.63 -1.24 0.531
H -1.71 -2.94 -1.00 0.226
H -2.25 -1.65 -2.12 0.311
H -4.83 -0.60 -0.02 0.537
H -3.92 0.60 -0.98 0.308
H -4.06 0.79 0.79 0.280
H -3.86 -2.41 1.56 0.540
H -2.86 -1.35 2.60 0.299
H -2.12 -2.76 1.79 0.305
C 1.32 -2.77 -0.11 0.113
C 1.40 -2.80 -1.52 -0.218
C 1.31 -4.01 -2.21 -0.519
C 1.14 -5.20 -1.50 -0.002
C 0.97 -5.18 -0.11 -0.952
C 1.04 -3.97 0.57 -0.214
Se 1.69 -1.15 0.79 -0.032
H 0.60 0.86 -0.98 0.235
H 1.54 -1.86 -2.06 0.468
H 1.37 -4.03 -3.30 0.305
H 1.14 -6.15 -2.01 0.238
H 0.77 -6.13 0.41 0.403
H 0.88 -3.94 1.66 0.464
N 2.85 7.04 3.31 -0.354
C 2.97 6.00 2.79 -0.256
C 3.12 4.73 2.12 0.519
C 2.50 4.49 0.89 -0.109
C 2.61 3.20 0.34 -0.714
N 3.25 2.21 0.96 -0.304
C 3.96 2.48 2.05 -0.571
C 3.92 3.72 2.68 -0.277
H 2.03 5.29 0.33 0.544
H 2.13 3.00 -0.63 0.584
H 4.52 1.63 2.49 0.381
H 4.47 3.87 3.61 0.491

---

#two
71
Properties=species:S:1:pos:R:3:mulliken_charge:R:1 method="wB97M-V/def2-TZVPD" gap_ha="0.2020 / 0.2225" spin_multiplicity=1 e_homo_ev="-15.883 / -16.029" total_charge=+3 lumo_ev="-10.39 / -9.97" molar_mass_g_mol=544.459
Al -0.19 2.72 -0.29 -0.784
P 2.15 -1.91 -0.78 1.122
P -0.96 -0.43 1.59 0.967
P 1.30 2.81 1.40 1.516
H -0.25 3.75 -4.23 0.386
C 0.80 4.01 -4.31 -0.608
C 1.78 3.17 -3.90 0.077
H 1.57 2.29 -3.28 -0.291
C 2.84 -3.19 -1.85 -1.157
C 2.31 -2.23 0.99 -0.698
C 2.83 -0.27 -1.16 -0.479
C -2.55 0.36 1.99 -1.157
C -1.46 -2.19 1.72 -1.071
C -0.26 -0.32 3.34 -1.793
C 2.38 4.19 0.85 -1.377
C 2.36 1.87 2.52 -1.022
C 0.05 3.66 2.44 -1.231
H 0.98 5.00 -4.76 0.340
H 2.82 3.28 -4.23 0.308
H 2.39 -3.06 -2.85 0.417
H 2.53 -4.18 -1.47 0.383
H 3.94 -3.15 -1.94 0.428
H 1.60 -3.03 1.26 0.329
H 2.05 -1.33 1.58 -0.152
H 3.34 -2.54 1.23 0.506
H 2.34 0.13 -2.07 0.151
H 3.94 -0.30 -1.36 0.467
H 2.67 0.46 -0.33 -0.173
H -2.94 -0.12 2.89 0.514
H -3.24 0.26 1.16 0.285
H -2.41 1.43 2.20 0.266
H -1.66 -2.44 2.77 0.545
H -0.65 -2.84 1.37 0.182
H -2.34 -2.41 1.13 0.332
H -0.94 -0.89 3.99 0.574
H -0.23 0.72 3.70 0.427
H 0.75 -0.75 3.39 0.427
H 2.55 4.86 1.70 0.456
H 1.92 4.76 0.03 0.416
H 3.34 3.78 0.51 0.413
H 2.94 2.54 3.16 0.461
H 3.08 1.26 1.98 0.362
H 1.80 1.20 3.17 0.333
H 0.53 4.52 2.91 0.491
H -0.35 2.98 3.19 0.270
H -0.80 4.05 1.86 0.377
C -1.54 1.44 -1.35 -0.724
C -0.66 2.17 -2.21 -0.270
C -0.46 3.57 -1.92 -0.234
C -1.41 4.18 -1.06 -0.449
C -2.63 3.52 -0.75 -0.961
C -2.67 2.13 -0.83 -0.497
Se -1.25 -0.50 -0.95 0.136
H 0.74 -2.14 -1.02 -0.289
H -0.11 1.66 -3.01 1.026
H 0.40 4.18 -2.20 0.624
H -1.17 5.20 -0.76 0.745
H -3.48 4.14 -0.45 0.530
H -3.53 1.55 -0.48 0.826
N -2.46 -7.97 1.67 -0.353
C -2.39 -7.07 0.92 -0.245
C -2.31 -5.96 0.00 0.733
C -1.09 -5.67 -0.64 -0.248
C -1.04 -4.55 -1.49 -0.708
N -2.07 -3.73 -1.67 -0.363
C -3.25 -4.04 -1.11 -0.611
C -3.42 -5.16 -0.27 -0.186
H -0.20 -6.29 -0.52 0.478
H -0.12 -4.33 -2.02 0.653
H -4.11 -3.39 -1.30 0.372
H -4.40 -5.39 0.18 0.481

---

How far above the most stable structure does each one sit? In eV: #one 0.000; #two 3.214.

---

#one
14
Properties=species:S:1:pos:R:3:mulliken_charge:R:1 method="wB97M-V/def2-TZVPD" gap_ha=0.3245 spin_multiplicity=1 e_homo_ev=-8.387 lumo_ev=0.44 molar_mass_g_mol=150.224
C -1.36 1.23 0.22 0.607
C 0.80 -0.33 -0.47 -0.719
C 1.02 1.10 0.08 -0.322
C -0.59 -0.73 0.24 0.034
O -2.47 1.58 0.18 -0.432
O -0.23 1.87 0.25 -0.277
S -1.66 -1.69 -0.84 -0.190
S -0.37 -1.22 1.97 -0.151
H 0.54 -0.33 -1.58 0.349
H 1.59 -1.02 -0.07 0.263
H 1.48 1.00 1.09 0.297
H 1.65 1.78 -0.65 0.285
H -1.16 -1.28 -2.10 0.125
H 0.75 -1.97 1.66 0.129

---

#two
14
Properties=species:S:1:pos:R:3:mulliken_charge:R:1 method="wB97M-V/def2-TZVPD" gap_ha=0.2728 spin_multiplicity=1 e_homo_ev=-9.446 lumo_ev=-2.02 molar_mass_g_mol=150.224
C -1.79 -1.72 0.96 -0.255
C 1.11 -0.42 0.80 -0.313
C 0.59 1.58 -0.74 -0.850
C 1.00 0.09 -0.61 -0.537
O -3.56 -1.66 -0.87 -0.475
O -0.16 -0.86 2.95 -0.580
S -2.50 -0.91 -0.29 0.411
S -0.38 -0.73 1.50 0.685
H 2.04 -0.54 1.27 0.445
H -0.23 1.54 -1.58 0.197
H 1.40 2.28 -0.92 0.328
H 0.11 1.90 0.09 0.350
H 1.99 -0.04 -1.28 0.281
H 0.37 -0.50 -1.29 0.313

---

How far above the most stable structure does each one sit? In eV: #one 0.000; #two 4.482.

---

#one
11
Properties=species:S:1:pos:R:3:mulliken_charge:R:1 method="wB97M-V/def2-TZVPD" gap_ha=0.3856 spin_multiplicity=1 e_homo_ev=-9.926 lumo_ev=0.57 smiles=O[C@H](P)C(Cl)(Cl)Cl molar_mass_g_mol=181.386
O 0.52 1.32 -0.67 -0.492
C 0.19 0.31 0.28 -0.556
P 1.21 -1.32 -0.16 0.068
C -1.25 -0.04 0.28 0.519
Cl -1.82 -0.67 -1.15 -0.088
Cl -1.53 -1.27 1.61 -0.140
Cl -2.27 1.40 0.79 -0.146
H 0.63 0.99 -1.59 0.345
H 0.33 0.87 1.27 0.411
H 2.35 -1.03 0.64 0.070
H 1.63 -0.57 -1.30 0.010

---

#two
11
Properties=species:S:1:pos:R:3:mulliken_charge:R:1 method="wB97M-V/def2-TZVPD" gap_ha="0.2701 / 0.3423" spin_multiplicity=1 e_homo_ev="-9.230 / -9.735" lumo_ev="-1.88 / -0.42" molar_mass_g_mol=181.386
C 0.03 -0.27 -0.59 -1.097
C 0.45 0.81 1.95 -0.339
O 1.31 -1.77 1.79 -0.595
P 1.72 -0.35 2.00 0.812
Cl 0.89 2.44 1.63 -0.077
Cl 2.75 -0.27 3.76 -0.234
Cl 3.10 0.18 0.68 -0.178
H 0.17 -1.17 -0.14 0.593
H 0.69 0.19 -1.37 0.291
H -0.73 0.44 -0.41 0.320
H -0.52 0.32 2.10 0.504

---

How far above the most stable structure does each one sit? In eV: #one 0.000; #two 0.237.

---

#one
7
Properties=species:S:1:pos:R:3:mulliken_charge:R:1 method="wB97M-V/def2-TZVPD" gap_ha="0.2896 / 0.2896" spin_multiplicity=1 e_homo_ev="-3.966 / -3.965" total_charge=-1 lumo_ev="3.91 / 3.91" smiles="C#[PH]C(=O)[O-]" molar_mass_g_mol=89.010
C -1.02 1.12 0.47 -0.374
P 0.19 0.96 -0.65 0.003
C 1.48 2.42 -0.51 0.468
O 1.10 3.55 -0.27 -0.590
O 2.56 1.88 -0.61 -0.589
H -1.16 0.27 1.18 0.111
H 1.24 0.23 -0.30 -0.029

---

#two
7
Properties=species:S:1:pos:R:3:mulliken_charge:R:1 method="wB97M-V/def2-TZVPD" gap_ha=0.2532 spin_multiplicity=1 e_homo_ev=-3.000 total_charge=-1 lumo_ev=3.89 molar_mass_g_mol=89.010
C -0.18 0.29 -0.86 -0.554
C 1.21 -1.29 0.90 0.463
O 2.33 -1.27 0.60 -0.384
O 0.22 -1.58 1.37 -0.257
P -0.68 1.66 0.07 -0.263
H -1.04 0.04 -1.51 0.082
H -1.86 2.13 -0.58 -0.086

---

How far above the most stable structure does each one sit? In eV: #one 0.648; #two 0.000.